1 | CH11NO4 | wB97M-V/def2-TZVPD

Structure (XYZ):
```
17
Properties=species:S:1:pos:R:3:mulliken_charge:R:1
C 3.330 3.502 0.136 -0.232
N 3.792 4.556 -0.400 -0.467
H 3.560 3.317 1.181 0.252
H 2.652 2.882 -0.450 0.200
H 3.200 4.816 -1.196 0.248
O -1.612 0.037 1.294 -0.677
H -2.295 0.153 0.623 0.344
H -2.089 -0.278 2.069 0.329
O -1.555 -3.869 1.564 -0.636
H -0.815 -3.456 1.103 0.328
H -1.654 -3.416 2.407 0.303
O -0.177 -1.915 -0.417 -0.654
H 0.686 -1.584 -0.680 0.304
H -0.450 -1.470 0.395 0.369
O -2.252 -0.699 -2.318 -0.649
H -1.634 -1.397 -2.052 0.330
H -3.082 -1.090 -2.020 0.308
```

Summary:
Charge = 0
SMILES = C=N.O.O.O.O
Gap between HOMO and LUMO = 10.199 eV
HOMO = -10.01 eV

=====

2 | CH11NO4 | wB97M-V/def2-TZVPD

Structure (XYZ):
```
17
Properties=species:S:1:pos:R:3:mulliken_charge:R:1
C -2.035 1.269 -0.784 -0.174
N -2.500 0.316 -0.116 -0.599
H -1.434 1.997 -0.241 0.274
H -2.200 1.459 -1.843 0.244
H -3.061 -0.332 -0.689 0.237
O 0.574 0.168 2.237 -0.711
H 1.065 -0.286 2.926 0.326
H 1.251 0.478 1.597 0.395
O 1.713 1.117 -0.084 -0.669
H 2.078 1.913 -0.474 0.288
H 1.600 0.469 -0.796 0.369
O -0.443 -1.707 0.419 -0.775
H -1.133 -1.140 0.043 0.342
H -0.157 -1.130 1.142 0.436
O 1.530 -1.226 -1.347 -0.723
H 0.881 -1.537 -0.677 0.426
H 2.272 -1.827 -1.314 0.314
```

Summary:
Charge = 0
SMILES = C=N.O.O.O.O
Gap between HOMO and LUMO = 11.143 eV
HOMO = -10.42 eV

=====

Consider the structures shown above. The least stable of them is 1.